No. 1
The following is a quantum chemistry calculation of C23H37N7O3PS2Ti as an isolated structure, from the Open Molecules 2025 dataset.

Geometry as ORCA input:
```
! RIJCOSX wB97M-V def2-TZVPD def2/J DEFGRID3
* xyz 0 2
Ti -0.533 -0.395 -0.570
N -4.864 0.114 -1.638
C -3.653 -0.278 -1.157
S -2.306 -0.186 -2.275
N -3.622 -0.708 0.070
N -2.361 -1.126 0.457
C -2.349 -2.002 1.387
C -1.140 -2.686 1.817
C -1.094 -3.340 3.053
C 0.020 -4.054 3.439
C 1.103 -4.153 2.563
C 1.073 -3.546 1.324
C -0.044 -2.795 0.941
O -0.062 -2.198 -0.247
H -4.898 0.634 -2.495
H -5.630 0.176 -0.989
H -3.301 -2.277 1.840
H -1.955 -3.269 3.708
H 0.049 -4.543 4.403
H 1.979 -4.722 2.849
H 1.901 -3.613 0.628
N 4.017 -0.154 3.855
C 3.027 -0.137 2.914
C 3.308 -0.318 1.557
C 2.283 -0.268 0.644
N 1.003 -0.036 0.981
C 0.736 0.120 2.283
C 1.691 0.086 3.270
H 4.912 -0.532 3.597
H 3.760 -0.259 4.820
H 4.316 -0.518 1.218
H 2.483 -0.452 -0.404
H -0.308 0.263 2.537
H 1.407 0.214 4.306
C 2.345 0.968 -3.723
O 1.471 0.138 -2.957
C 0.797 0.765 -1.930
O 0.975 1.963 -1.791
H 2.831 0.311 -4.441
H 3.091 1.441 -3.085
H 1.791 1.752 -4.241
C -2.455 4.540 -0.815
C -1.789 3.203 -1.120
P -1.409 2.111 0.305
C -0.335 3.161 1.376
C 1.061 3.480 0.853
C -2.964 2.227 1.291
C -2.945 1.503 2.634
H -2.542 5.132 -1.728
H -1.876 5.131 -0.103
H -3.459 4.416 -0.410
H -0.836 3.339 -1.629
H -2.394 2.596 -1.795
H -0.268 2.646 2.339
H -0.885 4.086 1.575
H 1.632 2.576 0.659
H 1.603 4.089 1.579
H 1.014 4.028 -0.088
H -3.770 1.834 0.668
H -3.168 3.288 1.454
H -3.897 1.638 3.149
H -2.789 0.435 2.508
H -2.166 1.896 3.292
C 1.753 -2.245 -5.419
N 2.675 -2.459 -4.328
C 2.303 -2.727 -3.068
N 0.997 -2.930 -2.851
S 3.448 -2.843 -1.829
H 2.322 -2.042 -6.322
H 1.091 -1.396 -5.221
H 1.148 -3.137 -5.601
H 3.656 -2.285 -4.450
H 0.303 -2.675 -3.533
H 0.694 -2.998 -1.889
*
```

expectation value of S²	0.75
highest occupied orbital energy (alpha / beta)	-7.46 / -7.72	eV
lowest unoccupied orbital energy (alpha / beta)	0.4533 / 0.4115	eV
ΔE to the lowest compared entry with this formula, charge and spin	0.000	eV
orbital gap (alpha / beta)	7.92 / 8.13	eV

Mulliken analysis output, partial charges in e:
1 Ti 0.010
2 N -0.399
3 C 0.404
4 S -0.558
5 N -1.187
6 N 1.305
7 C -1.085
8 C 0.169
9 C -0.561
10 C -0.768
11 C -0.638
12 C 0.023
13 C 0.849
14 O -0.764
15 H 0.218
16 H 0.247
17 H 0.320
18 H 0.468
19 H 0.406
20 H 0.458
21 H 0.370
22 N -0.510
23 C 0.602
24 C -0.681
25 C -0.738
26 N 1.780
27 C -0.685
28 C -1.094
29 H 0.209
30 H 0.212
31 H 0.386
32 H -0.036
33 H 0.360
34 H 0.355
35 C -0.881
36 O 0.282
37 C 0.363
38 O -0.636
39 H 0.214
40 H 0.272
41 H 0.308
42 C -1.446
43 C -0.512
44 P 1.360
45 C -0.890
46 C -1.182
47 C -0.949
48 C -1.232
49 H 0.443
50 H 0.314
51 H 0.305
52 H 0.333
53 H 0.375
54 H 0.357
55 H 0.710
56 H 0.065
57 H 0.460
58 H 0.278
59 H 0.455
60 H 0.645
61 H 0.428
62 H 0.055
63 H 0.335
64 C -1.067
65 N -0.080
66 C 0.324
67 N -0.249
68 S -0.469
69 H 0.340
70 H 0.307
71 H 0.360
72 H 0.252
73 H 0.251
74 H -0.045

No. 2
The following is a quantum chemistry calculation of C23H37N7OPSW as an isolated structure, from the Open Molecules 2025 dataset.

Geometry as ORCA input:
```
! RIJCOSX wB97M-V def2-TZVPD def2/J DEFGRID3
* xyz 1 1
W -1.159 -1.473 0.084
N -4.877 0.354 1.604
C -3.840 -0.459 1.323
S -3.367 -0.655 -0.375
N -3.228 -1.097 2.267
N -2.151 -1.828 1.797
C -2.387 -3.098 1.461
C -1.401 -4.190 1.375
C -1.474 -5.284 2.241
C -0.546 -6.302 2.152
C 0.447 -6.255 1.181
C 0.521 -5.202 0.288
C -0.422 -4.183 0.369
O -0.357 -3.119 -0.476
H -5.463 0.676 0.855
H -5.277 0.304 2.527
H -3.438 -3.386 1.479
H -2.248 -5.311 2.997
H -0.589 -7.133 2.842
H 1.171 -7.056 1.116
H 1.279 -5.167 -0.483
N -0.213 -0.233 -0.867
P 0.716 1.085 -0.738
N -0.139 2.331 -0.115
C 0.257 3.736 -0.311
C -0.987 4.584 -0.521
C -1.856 4.587 0.747
C -1.643 3.305 1.563
C -1.376 2.115 0.655
N 1.311 1.607 -2.173
C 2.560 1.105 -2.751
C 2.334 -0.174 -3.564
C 0.958 -0.148 -4.249
C 0.526 1.289 -4.513
C 0.321 2.026 -3.186
N 1.996 0.709 0.241
C 2.177 1.368 1.540
C 1.555 0.544 2.664
C 2.157 -0.858 2.687
C 2.050 -1.517 1.319
C 2.602 -0.628 0.213
H 0.931 3.787 -1.164
H 0.813 4.101 0.561
H -1.542 4.173 -1.368
H -0.696 5.597 -0.797
H -2.907 4.686 0.472
H -1.614 5.451 1.367
H -2.515 3.085 2.180
H -0.799 3.420 2.247
H -2.219 1.953 -0.021
H -1.273 1.213 1.272
H 3.292 0.970 -1.956
H 2.945 1.900 -3.393
H 2.405 -1.056 -2.925
H 3.134 -0.259 -4.303
H 0.217 -0.629 -3.605
H 0.986 -0.717 -5.178
H -0.404 1.328 -5.081
H 1.279 1.800 -5.117
H -0.680 1.813 -2.800
H 0.392 3.110 -3.329
H 1.763 2.372 1.501
H 3.255 1.468 1.705
H 0.471 0.483 2.508
H 1.709 1.047 3.621
H 1.690 -1.478 3.453
H 3.217 -0.779 2.950
H 0.996 -1.725 1.059
H 2.536 -2.495 1.300
H 2.438 -1.085 -0.762
H 3.682 -0.501 0.339
*
```

highest occupied orbital energy (alpha / beta)	-10.51 / -10.80	eV
lowest unoccupied orbital energy (alpha / beta)	-3.5993 / -4.0228	eV
orbital gap (alpha / beta)	6.91 / 6.78	eV

Mulliken analysis output, partial charges in e:
1 W 0.331
2 N -0.414
3 C 0.646
4 S -0.500
5 N -1.082
6 N 0.478
7 C -0.219
8 C 0.315
9 C -0.623
10 C -0.658
11 C -0.469
12 C -0.571
13 C 0.763
14 O -0.665
15 H 0.230
16 H 0.271
17 H 0.421
18 H 0.473
19 H 0.410
20 H 0.421
21 H 0.501
22 N 0.557
23 P -1.087
24 N 1.167
25 C -0.809
26 C -0.820
27 C -0.629
28 C -1.184
29 C 0.008
30 N 0.185
31 C -0.920
32 C -0.472
33 C -0.436
34 C -0.924
35 C -0.740
36 N 0.336
37 C -0.675
38 C -0.095
39 C -1.305
40 C 0.259
41 C -0.909
42 H 0.559
43 H 0.346
44 H 0.269
45 H 0.474
46 H 0.321
47 H 0.344
48 H 0.425
49 H 0.297
50 H 0.180
51 H -0.091
52 H 0.488
53 H 0.494
54 H 0.082
55 H 0.482
56 H 0.105
57 H 0.483
58 H 0.445
59 H 0.391
60 H 0.463
61 H 0.246
62 H 0.094
63 H 0.553
64 H -0.052
65 H 0.479
66 H 0.444
67 H 0.380
68 H -0.273
69 H 0.641
70 H -0.100
71 H 0.465

No. 3
The following is a quantum chemistry calculation of C23H37O2Tb as an isolated structure, from the Open Molecules 2025 dataset.

Geometry as ORCA input:
```
! RIJCOSX wB97M-V def2-TZVPD def2/J DEFGRID3
* xyz 0 7
O 3.749 -2.031 -1.310
C 3.832 -3.373 -0.708
C 5.248 -3.637 -1.187
H 3.077 -4.053 -1.118
H 3.750 -3.334 0.384
C 5.163 -2.178 -1.697
H 5.314 -4.387 -1.979
H 5.976 -3.795 -0.390
C 5.335 -2.026 -3.199
H 4.623 -2.669 -3.732
H 6.367 -2.262 -3.501
H 5.124 -0.982 -3.458
C 6.052 -1.219 -0.915
H 5.881 -1.318 0.167
H 5.816 -0.188 -1.212
H 7.114 -1.418 -1.138
Tb -1.421 1.507 0.350
C -1.633 3.062 2.493
C -2.428 1.973 2.948
C -1.589 0.825 3.079
H -3.479 2.028 3.228
C -0.256 1.221 2.752
C -0.280 2.609 2.391
H 0.588 3.232 2.172
H -1.987 4.085 2.344
H -1.890 -0.155 3.458
H 0.633 0.600 2.865
C -2.235 3.554 -0.987
C -0.887 3.816 -0.592
C -0.028 2.945 -1.334
H -0.561 4.587 0.108
C -0.852 2.124 -2.174
C -2.210 2.509 -1.966
H -3.074 2.105 -2.495
H -3.121 4.092 -0.643
H 1.062 2.982 -1.343
H -0.498 1.392 -2.901
O -0.326 -0.472 -0.045
C 1.024 0.124 -0.045
C 1.930 -0.982 0.438
H 1.089 1.004 0.634
H 1.244 0.455 -1.068
C 1.200 -2.277 0.047
H 2.039 -0.929 1.529
H 2.906 -0.901 -0.032
C -0.269 -1.938 0.190
H 1.511 -3.129 0.659
H 1.417 -2.508 -1.005
H -0.640 -2.137 1.204
H -0.916 -2.400 -0.563
C -5.232 0.371 2.142
C -4.955 -0.040 0.695
C -6.280 0.037 -0.077
C -3.862 0.782 0.061
H -5.471 1.441 2.207
H -4.378 0.168 2.791
H -6.088 -0.186 2.551
H -4.616 -1.089 0.691
H -6.633 1.076 -0.151
H -6.178 -0.364 -1.087
H -7.066 -0.542 0.431
H -3.548 0.379 -0.919
H -4.175 1.833 -0.038
*
```

expectation value of S²	12.69
highest occupied orbital energy (alpha / beta)	-6.38 / -6.28	eV
lowest unoccupied orbital energy (alpha / beta)	0.2416 / 0.2419	eV
ΔE to the lowest compared entry with this formula, charge and spin	0.000	eV
orbital gap (alpha / beta)	6.62 / 6.52	eV

Mulliken analysis output, partial charges in e:
1 O -0.456
2 C -0.500
3 C -0.795
4 H 0.348
5 H 0.257
6 C 1.459
7 H 0.320
8 H 0.292
9 C -1.631
10 H 0.392
11 H 0.365
12 H 0.371
13 C -1.699
14 H 0.355
15 H 0.358
16 H 0.428
17 Tb 0.743
18 C -0.689
19 C -0.382
20 C -0.623
21 H 0.572
22 C -0.525
23 C -0.601
24 H 0.479
25 H 0.511
26 H 0.431
27 H 0.502
28 C -0.368
29 C -0.666
30 C -0.472
31 H 0.574
32 C -0.603
33 C -0.580
34 H 0.479
35 H 0.459
36 H 0.552
37 H 0.463
38 O -0.155
39 C -0.283
40 C -0.175
41 H 0.385
42 H 0.258
43 C -0.530
44 H 0.197
45 H 0.184
46 C -0.623
47 H 0.400
48 H 0.119
49 H 0.281
50 H 0.303
51 C -1.312
52 C 0.926
53 C -1.585
54 C -1.100
55 H 0.253
56 H 0.093
57 H 0.452
58 H 0.164
59 H 0.304
60 H 0.355
61 H 0.437
62 H 0.389
63 H 0.147

No. 4
The following is a quantum chemistry calculation of C23H37O2Ti as an isolated structure, from the Open Molecules 2025 dataset.

Geometry as ORCA input:
```
! RIJCOSX wB97M-V def2-TZVPD def2/J DEFGRID3
* xyz 0 2
O 1.303 0.187 -1.139
C 2.004 -1.065 -0.629
C 3.299 -0.818 -1.388
H 1.335 -1.893 -0.932
H 2.252 -1.104 0.458
C 2.595 0.440 -1.971
H 3.562 -1.542 -2.198
H 4.192 -0.585 -0.757
C 2.464 0.285 -3.443
H 2.164 -0.717 -3.759
H 3.451 0.443 -3.874
H 1.851 1.037 -3.917
C 3.140 1.781 -1.583
H 3.419 1.821 -0.529
H 2.401 2.554 -1.789
H 4.033 2.028 -2.158
Ti -1.191 0.835 -0.994
C -1.923 2.937 -0.241
C -2.658 1.887 0.461
C -1.906 1.586 1.646
H -3.630 1.479 0.135
C -0.674 2.285 1.605
C -0.619 3.006 0.349
H 0.182 3.649 0.004
H -2.386 3.661 -0.883
H -2.268 1.055 2.503
H 0.094 2.363 2.376
C -2.659 1.097 -2.657
C -1.635 2.094 -2.767
C -0.374 1.424 -2.923
H -1.757 3.163 -2.583
C -0.648 -0.008 -3.062
C -2.041 -0.192 -2.868
H -2.529 -1.156 -2.753
H -3.706 1.247 -2.501
H 0.578 1.918 -2.745
H 0.050 -0.794 -3.274
O 0.737 -0.158 2.859
C 2.102 0.350 2.558
C 3.030 -0.629 3.241
H 2.135 1.348 2.994
H 2.351 0.455 1.476
C 2.320 -2.000 3.080
H 3.110 -0.392 4.323
H 4.051 -0.611 2.874
C 0.896 -1.586 2.606
H 2.319 -2.604 4.009
H 2.748 -2.615 2.267
H 0.065 -2.119 3.135
H 0.821 -1.873 1.489
C -4.001 -1.160 1.627
C -2.553 -1.545 1.303
C -2.568 -3.086 1.246
C -2.155 -0.884 -0.029
H -4.619 -1.365 0.738
H -4.126 -0.104 1.874
H -4.445 -1.756 2.439
H -1.857 -1.193 2.078
H -3.184 -3.434 0.409
H -1.578 -3.507 1.106
H -3.006 -3.522 2.159
H -1.287 -1.435 -0.450
H -3.072 -0.963 -0.629
*
```

expectation value of S²	0.76
highest occupied orbital energy (alpha / beta)	-6.60 / -6.75	eV
lowest unoccupied orbital energy (alpha / beta)	0.4258 / 0.4259	eV
orbital gap (alpha / beta)	7.03 / 7.17	eV

Mulliken analysis output, partial charges in e:
1 O 0.168
2 C -0.008
3 C -0.844
4 H 0.566
5 H -0.736
6 C 1.428
7 H 0.316
8 H 0.319
9 C -1.949
10 H 0.486
11 H 0.503
12 H 0.336
13 C -1.460
14 H 0.359
15 H 0.187
16 H 0.428
17 Ti -0.009
18 C -0.884
19 C -0.774
20 C -0.553
21 H 0.609
22 C -0.456
23 C -0.820
24 H 0.476
25 H 0.897
26 H 0.583
27 H 0.675
28 C -0.277
29 C -0.695
30 C -0.399
31 H 0.686
32 C 0.398
33 C -1.081
34 H 0.532
35 H 0.515
36 H -0.031
37 H 0.458
38 O -0.408
39 C -0.048
40 C -0.686
41 H 0.580
42 H -0.328
43 C -0.614
44 H 0.288
45 H 0.346
46 C -0.064
47 H 0.303
48 H 0.236
49 H 0.599
50 H -0.202
51 C -1.666
52 C 1.676
53 C -1.766
54 C -0.595
55 H 0.350
56 H 0.294
57 H 0.453
58 H -0.257
59 H 0.371
60 H 0.353
61 H 0.442
62 H 0.217
63 H 0.180

| no. | largest force on an atom (eV/A) | total energy (eV) |
| --- | --- | --- |
| 1 | 0.37 | -95103.4751 |
| 2 | 2.53 | -58875.0688 |
| 3 | 2.89 | -50978.6991 |
| 4 | 4.39 | -51656.3965 |